Formula: C42H43BrCsFN11O5S2
Source: the OMol25 dataset
Level of theory: ωB97M-V with the def2-TZVPD basis set

```
106
C42H43BrCsFN11O5S2 | the OMol25 dataset | ωB97M-V with the def2-TZVPD basis set
Cs 0.972 -0.213 -0.052
C -3.259 1.296 -3.602
C -2.080 0.714 -2.870
N -1.724 1.080 -1.696
N -2.409 2.131 -1.154
C -2.326 2.446 0.170
N -2.826 3.681 0.441
S -1.785 1.425 1.356
C -1.230 -0.315 -3.543
C -1.356 -0.576 -4.902
C -0.475 -1.471 -5.497
C 0.501 -2.067 -4.725
C 0.546 -1.749 -3.372
N -0.299 -0.909 -2.794
H -4.080 1.480 -2.909
H -3.624 0.612 -4.362
H -3.005 2.238 -4.096
H -2.901 2.769 -1.764
H -2.753 4.413 -0.251
H -2.758 3.960 1.405
H -2.102 -0.079 -5.504
H -0.546 -1.679 -6.557
H 1.227 -2.746 -5.150
H 1.325 -2.159 -2.738
C 0.693 -8.107 3.977
C 0.717 -7.839 2.479
N 0.378 -6.457 2.146
C 1.385 -5.568 1.920
C 1.254 -4.249 1.640
C 2.584 -3.494 1.430
O 3.615 -4.165 1.603
O 2.499 -2.288 1.107
C -0.078 -3.682 1.556
O -0.385 -2.525 1.289
C -1.171 -4.658 1.848
C -2.484 -4.189 1.827
C -3.513 -5.043 2.097
F -4.795 -4.572 2.118
C -3.305 -6.396 2.372
C -2.006 -6.867 2.381
C -0.925 -6.008 2.136
N -4.370 -7.289 2.668
C -5.574 -7.321 1.876
C -6.764 -6.644 2.552
N -6.908 -7.191 3.951
C -5.640 -7.037 4.751
C -4.530 -7.777 4.013
H 0.950 -9.147 4.179
H -0.290 -7.907 4.406
H 1.418 -7.470 4.484
H 0.046 -8.509 1.940
H 1.715 -8.019 2.084
H 2.395 -5.960 1.967
H -2.650 -3.140 1.611
H -1.853 -7.920 2.573
H -5.841 -8.367 1.665
H -5.402 -6.835 0.918
H -7.696 -6.842 2.025
H -6.611 -5.574 2.653
H -7.147 -8.184 3.902
H -7.681 -6.724 4.424
H -5.824 -7.439 5.746
H -5.433 -5.969 4.811
H -4.765 -8.851 4.005
H -3.599 -7.654 4.563
C 2.431 0.081 3.356
O 2.388 1.116 2.371
C 1.869 2.313 2.739
C 1.679 2.717 4.043
C 1.058 3.938 4.301
Br 0.821 4.483 6.099
C 0.603 4.735 3.283
C 0.799 4.337 1.952
C 1.480 3.153 1.673
O 1.757 2.731 0.427
C 0.211 5.084 0.846
N 0.314 4.724 -0.413
C -0.475 5.604 -1.130
C -0.750 5.657 -2.495
C -1.610 6.644 -2.937
C -2.186 7.566 -2.051
C -1.920 7.528 -0.693
C -1.059 6.530 -0.254
N -0.605 6.170 1.001
H 3.334 0.152 3.968
H 2.426 -0.862 2.806
H 1.548 0.131 3.997
H 2.004 2.097 4.865
H 0.102 5.663 3.522
H 1.355 3.374 -0.212
H -0.292 4.951 -3.175
H -1.840 6.719 -3.992
H -2.849 8.327 -2.439
H -2.364 8.243 -0.013
H -0.822 6.627 1.869
S 3.429 0.214 -2.572
C 4.224 -0.569 -1.324
N 4.486 0.133 -0.170
C 5.128 -0.394 0.899
C 5.523 -1.684 0.857
C 5.201 -2.391 -0.323
N 4.610 -1.871 -1.368
H 4.160 1.090 -0.153
H 5.263 0.268 1.743
H 5.991 -2.173 1.694
H 5.447 -3.445 -0.385
```

Properties
LUMO (eV): -2.98
Charge: +1
Largest force on an atom (Eh/bohr): 0.0052
ΔE to the lowest compared entry with this formula, charge and spin (kJ/mol): 50.5
Kohn-Sham gap (Ha): 0.213
E_HOMO (eV): -8.8



Formula: C4H8N2S2
Source: the OMol25 dataset
Level of theory: ωB97M-V with the def2-TZVPD basis set

```
16
C4H8N2S2 | the OMol25 dataset | ωB97M-V with the def2-TZVPD basis set
C -0.619 1.864 -0.310
C 1.999 1.709 0.125
C 0.656 -0.281 -0.013
C -3.103 -0.159 0.341
H -1.352 1.235 -0.737
H -1.352 2.360 0.405
H -0.290 2.671 -0.903
H 2.417 1.445 1.155
H 2.802 1.287 -0.700
H 1.803 2.767 -0.033
H -3.817 0.561 0.594
H -3.537 -1.133 -0.179
N 0.690 0.992 0.003
N -1.844 0.229 0.370
S 1.974 -1.296 0.133
S -0.861 -1.113 -0.325
```

Properties
SMILES string: C=NSC(=S)N(C)C
LUMO (eV): 0.23
Charge: 0
Largest force on an atom (Eh/bohr): 0.1591
ΔE to the lowest compared entry with this formula, charge and spin (kJ/mol): 405.1
Kohn-Sham gap (Ha): 0.303
E_HOMO (eV): -8.0



Formula: C10H27N6O2
Source: the OMol25 dataset
Level of theory: ωB97M-V with the def2-TZVPD basis set

```
45
C10H27N6O2 | the OMol25 dataset | ωB97M-V with the def2-TZVPD basis set
C -0.588 -2.601 -6.436
N 0.758 -2.120 -6.131
C 0.875 -0.676 -6.059
N 1.491 -0.225 -4.806
C 0.913 -0.136 -3.634
N -0.393 -0.460 -3.462
N 1.671 0.328 -2.586
C 1.569 1.822 -2.465
H -0.916 -2.175 -7.386
H -0.565 -3.685 -6.544
H -1.342 -2.332 -5.679
H 1.092 -2.530 -5.269
H 1.525 -0.300 -6.853
H -0.095 -0.181 -6.199
H 2.460 0.066 -4.836
H -0.937 -0.528 -4.312
H -0.602 -1.205 -2.810
H 1.236 -0.024 -1.724
H 2.454 2.288 -2.897
H 0.679 2.212 -2.965
H 1.505 2.051 -1.404
C 1.309 -0.706 0.739
O 0.719 0.245 0.221
N 1.584 -0.799 2.036
C 2.281 -1.941 2.597
C 1.176 0.288 2.926
H 1.665 -1.573 0.158
H 1.661 -2.437 3.344
H 3.211 -1.624 3.070
H 2.515 -2.653 1.808
H 0.099 0.424 2.887
H 1.644 1.221 2.616
H 1.471 0.058 3.944
C -1.341 1.053 5.381
O -0.328 1.706 5.207
N -2.549 1.581 5.644
C -3.725 0.762 5.850
C -2.664 3.029 5.728
H -1.352 -0.051 5.343
H -4.493 0.993 5.110
H -4.141 0.924 6.845
H -3.456 -0.288 5.755
H -2.365 3.492 4.788
H -2.017 3.419 6.514
H -3.696 3.288 5.947
```

Properties
LUMO (eV): -3.01
Charge: +1
Largest force on an atom (Eh/bohr): 0.0170
Kohn-Sham gap (Ha): 0.297
E_HOMO (eV): -11.1



Formula: CBrN3O2
Source: the OMol25 dataset
Level of theory: ωB97M-V with the def2-TZVPD basis set

```
7
CBrN3O2 | the OMol25 dataset | ωB97M-V with the def2-TZVPD basis set
C 0.755 0.868 -0.979
N 0.647 1.687 -1.772
N 0.756 -0.263 -0.362
N -1.089 -0.486 0.535
O -2.024 -0.299 -0.110
O -0.797 -0.976 1.583
Br 1.752 -0.532 1.104
```

Properties
LUMO (alpha / beta) (eV): -2.10 / -2.38
Charge: 0
Largest force on an atom (Eh/bohr): 0.0714
ΔE to the lowest compared entry with this formula, charge and spin (kJ/mol): 92.8
Kohn-Sham gap (alpha / beta) (Ha): 0.294 / 0.280
E_HOMO (alpha / beta) (eV): -10.1 / -10.0



Formula: C19H13ClIN3O3PdS2
Source: the OMol25 dataset
Level of theory: ωB97M-V with the def2-TZVPD basis set

```
43
C19H13ClIN3O3PdS2 | the OMol25 dataset | ωB97M-V with the def2-TZVPD basis set
Pd 0.152 1.283 1.391
Cl 3.806 -2.477 5.767
C 3.305 -1.332 4.560
C 4.218 -0.479 4.007
C 3.845 0.462 3.030
I 5.265 1.744 2.225
C 2.540 0.558 2.584
O 2.127 1.402 1.678
C 1.603 -0.345 3.176
N 0.320 -0.219 2.726
C -0.633 -0.981 3.206
C -0.366 -1.950 4.188
C 0.909 -2.102 4.659
C 1.949 -1.288 4.157
H 5.249 -0.525 4.331
H -1.624 -0.823 2.802
H -1.175 -2.562 4.559
H 1.136 -2.839 5.417
O -3.619 4.144 -1.243
C -4.315 3.189 -0.605
C -5.702 3.197 -0.770
C -6.487 2.251 -0.146
C -5.912 1.272 0.661
C -4.543 1.260 0.827
C -3.723 2.206 0.207
C -2.265 2.134 0.432
O -1.818 1.189 1.197
N -1.496 2.998 -0.178
N -0.142 2.781 0.086
C 0.658 3.615 -0.477
S 2.392 3.545 -0.279
C 2.710 4.703 -1.638
C 1.621 5.753 -1.624
S 0.032 4.893 -1.494
H -2.669 4.018 -1.021
H -6.133 3.964 -1.399
H -7.560 2.275 -0.287
H -6.529 0.531 1.151
H -4.071 0.511 1.448
H 2.720 4.158 -2.581
H 3.694 5.138 -1.465
H 1.606 6.333 -2.546
H 1.733 6.428 -0.776
```

Properties
LUMO (eV): -0.53
Charge: 0
Largest force on an atom (Eh/bohr): 0.0045
ΔE to the lowest compared entry with this formula, charge and spin (kJ/mol): 0.8
Kohn-Sham gap (Ha): 0.271
E_HOMO (eV): -7.9



Formula: CH5MgO3
Source: the OMol25 dataset
Level of theory: ωB97M-V with the def2-TZVPD basis set

```
10
CH5MgO3 | the OMol25 dataset | ωB97M-V with the def2-TZVPD basis set
O 1.593 0.229 -0.450
Mg 0.099 -1.004 -1.056
O 2.634 -0.494 0.124
H 3.382 -0.290 -0.464
O -1.295 0.066 -0.106
H 1.191 0.950 0.232
C -2.625 -0.023 0.122
H -3.088 -0.947 -0.241
H -2.783 0.126 1.218
H -3.114 0.895 -0.280
```

Properties
LUMO (alpha / beta) (eV): -11.55 / -12.79
Charge: +2
Spin multiplicity: 2
⟨S²⟩: 0.755
Largest force on an atom (Eh/bohr): 0.0780
Kohn-Sham gap (alpha / beta) (Ha): 0.346 / 0.300
E_HOMO (alpha / beta) (eV): -21.0 / -21.0



Formula: C22H43ClO7S
Source: the OMol25 dataset
Level of theory: ωB97M-V with the def2-TZVPD basis set

```
74
C22H43ClO7S | the OMol25 dataset | ωB97M-V with the def2-TZVPD basis set
C -1.251 -0.522 -0.293
C -0.907 0.437 0.844
C 0.487 1.073 0.781
Cl 0.613 2.060 -0.718
C 1.634 0.077 0.998
O 1.239 -1.308 1.010
S 2.578 -2.084 1.447
O 2.769 -1.933 2.850
O 2.551 -3.385 0.887
O 3.567 -1.154 0.664
C 2.915 0.087 0.157
C 2.707 -0.209 -1.328
C 3.756 1.344 0.418
C 5.197 1.136 0.891
C 5.292 0.528 2.309
C 6.054 0.392 -0.134
H -0.914 -0.152 -1.260
H -2.330 -0.654 -0.346
H -0.813 -1.505 -0.141
H -1.012 -0.082 1.797
H -1.624 1.256 0.826
H 0.551 1.798 1.585
H 1.970 0.283 2.023
H 2.508 0.693 -1.891
H 3.610 -0.667 -1.721
H 1.862 -0.887 -1.453
H 3.744 1.926 -0.502
H 3.248 1.959 1.167
H 5.625 2.140 0.953
H 4.311 0.235 2.683
H 5.885 -0.383 2.302
H 5.700 1.240 3.021
H 6.073 0.958 -1.070
H 7.084 0.321 0.211
H 5.667 -0.597 -0.363
C 4.288 3.301 -5.101
C 5.533 2.447 -5.328
C 5.443 1.461 -4.172
O 4.049 1.273 -3.912
C 3.289 2.261 -4.614
H 3.946 3.825 -5.992
H 4.476 4.042 -4.320
H 5.459 1.920 -6.282
H 6.462 3.015 -5.324
H 5.919 1.864 -3.272
H 5.893 0.494 -4.396
H 2.775 1.780 -5.453
H 2.536 2.672 -3.939
C -5.561 0.190 3.373
C -4.486 -0.627 4.086
C -3.770 -1.284 2.915
O -3.872 -0.372 1.816
C -4.815 0.658 2.132
H -5.948 1.017 3.967
H -6.401 -0.449 3.090
H -3.802 0.035 4.623
H -4.884 -1.352 4.794
H -4.252 -2.225 2.633
H -2.718 -1.487 3.120
H -4.264 1.586 2.320
H -5.476 0.813 1.278
C -6.287 -3.225 0.021
C -6.485 -1.808 -0.510
C -7.875 -1.474 0.019
O -8.019 -2.187 1.250
C -6.965 -3.143 1.381
H -5.242 -3.524 0.088
H -6.808 -3.942 -0.617
H -5.742 -1.138 -0.071
H -6.415 -1.732 -1.594
H -8.656 -1.809 -0.673
H -8.017 -0.409 0.208
H -6.270 -2.789 2.149
H -7.382 -4.098 1.705
```

Properties
LUMO (eV): 0.50
Charge: 0
Largest force on an atom (Eh/bohr): 0.0178
Kohn-Sham gap (Ha): 0.368
E_HOMO (eV): -9.5



Formula: C2HBr3O3
Source: the OMol25 dataset
Level of theory: ωB97M-V with the def2-TZVPD basis set

```
9
C2HBr3O3 | the OMol25 dataset | ωB97M-V with the def2-TZVPD basis set
C 1.965 -0.663 -0.026
C -1.243 0.198 0.025
O 1.897 -1.634 0.566
O 2.364 0.311 -0.590
O 0.116 0.170 -0.005
Br -1.930 1.876 -0.732
Br -2.021 0.219 1.930
Br -1.996 -1.292 -1.106
H 0.849 0.814 -0.062
```

Properties
LUMO (eV): -0.81
Charge: 0
Largest force on an atom (Eh/bohr): 0.0718
ΔE to the lowest compared entry with this formula, charge and spin (kJ/mol): 0.0
Kohn-Sham gap (Ha): 0.351
E_HOMO (eV): -10.4



Formula: C19H35LiN5NbO4
Source: the OMol25 dataset
Level of theory: ωB97M-V with the def2-TZVPD basis set

```
65
C19H35LiN5NbO4 | the OMol25 dataset | ωB97M-V with the def2-TZVPD basis set
N -0.208 -1.093 1.501
C 0.534 -2.008 1.823
O 1.271 -2.870 2.149
Li -3.322 1.068 0.989
Nb -0.477 0.667 0.593
N -1.451 2.030 1.799
N -2.190 0.407 -0.476
C -0.876 2.266 3.146
C -2.870 -0.787 -1.041
C -1.930 1.897 4.190
C -0.449 3.731 3.324
C 0.362 1.413 3.342
C -4.279 -0.350 -1.464
C -2.120 -1.344 -2.251
C -2.944 -1.889 0.016
H -2.803 2.559 4.136
H -1.489 1.981 5.193
H -2.271 0.861 4.066
H 0.148 4.073 2.469
H 0.187 3.811 4.219
H -1.300 4.408 3.466
H 0.159 0.354 3.143
H 0.665 1.484 4.394
H 1.202 1.778 2.731
H -4.844 0.088 -0.621
H -4.846 -1.222 -1.822
H -4.237 0.390 -2.274
H -2.112 -0.635 -3.088
H -2.645 -2.248 -2.600
H -1.082 -1.618 -2.007
H -1.949 -2.169 0.392
H -3.405 -2.783 -0.438
H -3.566 -1.603 0.880
C -1.872 1.486 -1.465
H -0.945 2.033 -1.155
H -1.698 1.090 -2.477
H -2.687 2.229 -1.529
C -2.484 3.024 1.430
H -2.090 4.050 1.505
H -2.857 2.927 0.385
H -3.366 2.926 2.100
C 2.862 -1.243 -4.129
C 3.401 -2.036 -2.955
C 3.159 -1.360 -1.581
C 3.782 -2.166 -0.393
C 3.508 -3.655 -0.449
C 3.754 0.037 -1.589
O 4.638 0.435 -2.341
N 3.228 0.912 -0.596
C 1.899 0.888 -0.348
O 1.294 1.830 0.294
N 1.165 -0.156 -0.722
C 1.657 -1.298 -1.320
O 0.878 -2.224 -1.549
H 1.775 -1.140 -4.057
H 3.099 -1.774 -5.055
H 3.332 -0.257 -4.172
H 2.935 -3.031 -2.924
H 4.486 -2.195 -3.066
H 4.869 -1.995 -0.393
H 3.398 -1.729 0.543
H 4.051 -4.120 -1.281
H 3.855 -4.107 0.486
H 2.436 -3.854 -0.562
H 3.674 1.824 -0.517
```

Properties
LUMO (eV): -8.56
Charge: +2
Largest force on an atom (Eh/bohr): 0.0598
ΔE to the lowest compared entry with this formula, charge and spin (kJ/mol): 46.8
Kohn-Sham gap (Ha): 0.264
E_HOMO (eV): -15.7



Formula: C2HNO4
Source: the OMol25 dataset
Level of theory: ωB97M-V with the def2-TZVPD basis set

```
8
C2HNO4 | the OMol25 dataset | ωB97M-V with the def2-TZVPD basis set
C -1.136 -0.105 -0.067
C 1.040 -0.126 -0.061
H -0.820 2.101 0.595
N -0.652 1.172 0.038
O -2.215 -0.611 0.080
O 0.845 1.179 -0.138
O 2.125 -0.691 0.172
O -0.010 -0.992 -0.125
```

Properties
SMILES string: O=c1[nH]oc(=O)o1
LUMO (eV): 0.01
Charge: 0
Largest force on an atom (Eh/bohr): 0.1681
ΔE to the lowest compared entry with this formula, charge and spin (kJ/mol): 136.9
Kohn-Sham gap (Ha): 0.411
E_HOMO (eV): -11.2



Formula: C26H56ClF7INO5SSi4
Source: the OMol25 dataset
Level of theory: ωB97M-V with the def2-TZVPD basis set

```
102
C26H56ClF7INO5SSi4 | the OMol25 dataset | ωB97M-V with the def2-TZVPD basis set
C -1.888 -0.441 0.547
C -0.567 -0.234 -0.194
Cl 0.185 1.355 0.127
C 0.400 -1.414 0.053
C 0.888 -1.416 1.501
O 2.175 -0.822 1.579
C 2.765 -1.292 2.830
N 4.022 -1.890 2.462
C 1.749 -2.191 3.559
C 0.730 -1.367 4.408
C 2.283 -3.262 4.559
C 3.679 -3.048 5.158
C 3.888 -4.166 6.223
I 3.960 -1.170 6.166
C 0.882 -2.691 2.336
S 1.322 -4.245 1.568
O 2.700 -4.514 1.810
O 1.074 -4.290 0.168
C 0.375 -5.668 2.288
F 0.678 -6.685 1.542
F 0.781 -5.971 3.505
C -1.166 -5.527 2.355
F -1.544 -4.620 3.234
F -1.609 -6.691 2.813
C -1.917 -5.290 1.022
F -1.625 -6.172 0.117
F -1.742 -4.076 0.552
F -3.204 -5.418 1.302
H -2.518 -1.098 -0.052
H -2.441 0.482 0.683
H -1.719 -0.969 1.483
H -0.831 -0.263 -1.245
H -0.143 -2.305 -0.256
H 1.202 -1.281 -0.666
H 0.274 -0.643 1.967
H 3.008 -0.415 3.422
H 4.702 -1.164 2.296
H 3.928 -2.492 1.654
H 0.655 -0.363 3.993
H 1.068 -1.240 5.429
H -0.253 -1.831 4.429
H 1.601 -3.303 5.403
H 2.296 -4.267 4.147
H 4.416 -3.232 4.395
H 4.400 -3.798 7.102
H 2.901 -4.481 6.565
H 4.352 -5.048 5.789
H -0.165 -2.768 2.636
O -2.864 -1.947 -5.549
Si -2.380 -3.301 -4.742
C -0.643 -3.073 -4.078
C -2.403 -4.783 -5.885
C -3.514 -3.654 -3.300
Si -2.427 -1.025 -6.846
C -3.608 0.407 -7.054
C -2.452 -2.048 -8.413
C -0.700 -0.340 -6.608
H 0.079 -2.972 -4.891
H -0.350 -3.932 -3.470
H -0.584 -2.177 -3.455
H -3.388 -4.907 -6.340
H -2.167 -5.694 -5.330
H -1.667 -4.675 -6.684
H -4.540 -3.817 -3.639
H -3.517 -2.823 -2.591
H -3.183 -4.551 -2.772
H -4.628 0.052 -7.217
H -3.316 1.014 -7.913
H -3.608 1.046 -6.168
H -1.696 -2.836 -8.379
H -2.248 -1.420 -9.283
H -3.428 -2.519 -8.553
H 0.040 -1.142 -6.589
H -0.629 0.211 -5.667
H -0.443 0.339 -7.423
O 1.271 6.996 1.432
Si 0.564 6.024 0.302
C -0.068 7.046 -1.135
C -0.876 5.092 1.052
C 1.792 4.780 -0.357
Si 0.895 8.258 2.423
C 2.385 8.762 3.430
C -0.482 7.779 3.599
C 0.332 9.734 1.417
H -0.870 7.716 -0.816
H -0.460 6.398 -1.921
H 0.734 7.654 -1.559
H -0.559 4.532 1.935
H -1.287 4.384 0.330
H -1.675 5.776 1.348
H 2.169 4.143 0.447
H 2.643 5.281 -0.824
H 1.320 4.141 -1.105
H 2.735 7.935 4.051
H 2.132 9.598 4.085
H 3.207 9.073 2.782
H -1.408 7.580 3.056
H -0.672 8.583 4.312
H -0.216 6.880 4.159
H -0.601 9.518 0.893
H 1.085 10.004 0.673
H 0.166 10.597 2.064
```

Properties
SMILES string: C[C@H](I)C[C@]1(C)[C@H](S(=O)(=O)C(F)(F)C(F)(F)C(F)(F)F)[C@H](C[C@@H](C)Cl)O[C@@H]1N.C[Si](C)(C)O[Si](C)(C)C.C[Si](C)(C)O[Si](C)(C)C
LUMO (eV): 0.40
Charge: 0
Largest force on an atom (Eh/bohr): 0.0539
Kohn-Sham gap (Ha): 0.355
E_HOMO (eV): -9.2